[1]
Computed, not measured: a molecular structure, C23H25As2BCrF7N4O3S3Se, with wB97M-V/def2-TZVPD.

Properties
- HOMO-LUMO gap (alpha / beta): 4.998 / 5.959 eV
- Charge: -2
- Spin multiplicity: 6
- Max |F|: 0.334 eV/A
- Highest occupied orbital energy (alpha / beta): -1.03 / -2.10 eV
- M: 926.3 g mol⁻¹
- Energy relative to the best compared isomer or geometry (same formula, charge and spin): 1.889 eV
- Electronic energy: -304017.0348 eV
- LUMO (alpha / beta): 4.0 / 3.9 eV

Element x y z (Å)
Cr (0.710, 0.340, 0.636)
C (-1.664, -0.773, 3.679)
As (-0.878, -1.252, 1.972)
C (-0.143, -2.988, 2.472)
C (-2.396, -1.735, 0.859)
C (-3.580, -2.199, 1.422)
C (-4.686, -2.425, 0.616)
C (-4.617, -2.170, -0.745)
C (-3.439, -1.712, -1.319)
C (-2.321, -1.513, -0.518)
As (-0.607, -0.968, -1.254)
C (-0.914, -0.495, -3.100)
C (0.084, -2.774, -1.536)
H (-2.051, -1.663, 4.174)
H (-2.446, -0.038, 3.514)
H (-0.875, -0.321, 4.279)
H (-0.946, -3.639, 2.819)
H (0.582, -2.823, 3.269)
H (0.368, -3.446, 1.630)
H (-3.652, -2.350, 2.493)
H (-5.614, -2.767, 1.059)
H (-5.494, -2.293, -1.369)
H (-3.426, -1.457, -2.372)
H (-1.076, -1.401, -3.680)
H (-0.027, 0.026, -3.456)
H (-1.787, 0.159, -3.152)
H (-0.649, -3.326, -2.124)
H (0.250, -3.281, -0.590)
H (1.027, -2.699, -2.074)
S (2.905, -2.352, 0.163)
C (2.116, -1.228, 0.894)
F (-2.353, 3.372, 1.295)
B (-1.914, 2.122, 1.655)
F (-2.860, 1.121, 1.468)
F (-1.419, 2.087, 2.958)
F (-0.766, 1.783, 0.760)
Se (2.776, 0.004, 3.230)
N (1.693, 1.116, 2.238)
C (1.876, 2.380, 2.702)
C (1.324, 3.547, 2.150)
C (1.584, 4.770, 2.737)
C (2.396, 4.873, 3.874)
C (2.965, 3.746, 4.428)
C (2.729, 2.480, 3.855)
N (3.274, 1.342, 4.328)
H (0.693, 3.485, 1.276)
H (1.145, 5.662, 2.307)
H (2.582, 5.845, 4.317)
H (3.606, 3.805, 5.299)
F (4.428, 2.733, -0.909)
C (4.193, 1.441, -1.134)
F (5.129, 0.996, -1.987)
F (4.337, 0.784, 0.012)
S (2.513, 1.196, -1.858)
O (2.476, -0.186, -2.260)
O (2.422, 2.188, -2.884)
O (1.649, 1.487, -0.688)
C (-3.975, -2.377, -5.902)
C (-4.228, -0.906, -5.695)
C (-4.652, -0.086, -6.735)
C (-4.823, 1.253, -6.396)
N (-4.617, 1.746, -5.196)
C (-4.215, 0.883, -4.211)
S (-3.934, 1.460, -2.637)
N (-4.018, -0.447, -4.474)
H (-4.184, -2.682, -6.928)
H (-4.599, -2.959, -5.221)
H (-2.936, -2.610, -5.667)
H (-4.827, -0.457, -7.737)
H (-5.145, 1.968, -7.154)



[2]
Computed, not measured: a molecular structure, C23H25AsCl2N5O10S6Ta, with wB97M-V/def2-TZVPD.

Properties
- HOMO-LUMO gap: 6.344 eV
- Charge: -2
- Max |F|: 0.829 eV/A
- Highest occupied orbital energy: -2.48 eV
- M: 1050.7 g mol⁻¹
- Energy relative to the best compared isomer or geometry (same formula, charge and spin): 1.010 eV
- Electronic energy: -204641.2303 eV
- LUMO: 3.9 eV

Element x y z (Å)
Ta (0.469, -0.054, 0.326)
S (4.181, -2.299, -1.925)
As (4.222, -1.577, 0.128)
S (2.074, -1.837, 0.820)
S (2.296, 1.095, -0.847)
S (4.121, 0.672, 0.018)
O (-2.298, 4.977, -3.073)
C (-3.058, 4.095, -3.674)
O (-3.880, 4.417, -4.508)
C (-2.885, 2.656, -3.285)
C (-3.665, 1.636, -3.783)
Cl (-5.015, 1.760, -4.825)
N (-3.236, 0.461, -3.245)
N (-2.216, 0.685, -2.402)
C (-1.980, 1.971, -2.406)
C (-0.864, 2.507, -1.539)
O (-0.681, 3.740, -1.559)
O (-0.177, 1.727, -0.839)
C (-3.610, -0.908, -3.438)
C (-3.087, -1.843, -2.543)
C (-3.394, -3.184, -2.698)
C (-4.219, -3.614, -3.730)
C (-4.726, -2.680, -4.616)
C (-4.424, -1.331, -4.482)
H (-1.647, 4.521, -2.402)
H (-2.439, -1.512, -1.742)
H (-2.964, -3.896, -2.006)
H (-4.453, -4.665, -3.843)
H (-5.361, -2.992, -5.437)
H (-4.814, -0.634, -5.202)
N (1.224, -3.173, -2.197)
C (0.802, -2.269, -3.287)
C (0.421, -0.899, -2.722)
O (0.439, 0.067, -3.440)
O (0.085, -0.995, -1.464)
H (1.290, -4.137, -2.509)
H (0.534, -3.147, -1.430)
H (2.197, -2.900, -1.843)
H (-0.064, -2.695, -3.795)
H (1.624, -2.144, -3.987)
C (-3.871, -2.470, 1.928)
C (-3.016, -2.428, 3.190)
C (-1.598, -3.053, 3.081)
C (-0.939, -3.026, 4.461)
C (0.472, -3.603, 4.471)
C (-1.769, -4.482, 2.603)
O (-2.171, -5.379, 3.321)
N (-1.482, -4.698, 1.286)
C (-0.980, -3.753, 0.365)
O (-0.786, -4.159, -0.783)
N (-0.703, -2.519, 0.796)
C (-0.789, -2.226, 2.095)
O (-0.225, -1.199, 2.488)
H (-4.871, -2.094, 2.150)
H (-3.984, -3.489, 1.548)
H (-3.452, -1.850, 1.138)
H (-3.523, -2.966, 3.995)
H (-2.872, -1.394, 3.513)
H (-1.584, -3.578, 5.147)
H (-0.921, -1.982, 4.773)
H (0.471, -4.650, 4.158)
H (0.898, -3.562, 5.476)
H (1.131, -3.041, 3.806)
H (-1.598, -5.635, 0.930)
Cl (-1.813, 0.357, 0.847)
C (1.394, -0.282, 5.566)
O (1.617, 0.165, 4.235)
C (0.736, 0.997, 3.677)
S (-0.630, 1.525, 4.418)
S (1.314, 1.491, 2.089)
H (2.239, -0.929, 5.791)
H (0.458, -0.832, 5.635)
H (1.350, 0.564, 6.253)



[3]
Computed, not measured: a molecular structure, C23H25BF2NO3 at a distorted geometry, with wB97M-V/def2-TZVPD.

Properties
- HOMO-LUMO gap: 8.324 eV
- Charge: +1
- Max |F|: 4.823 eV/A
- Highest occupied orbital energy: -10.93 eV
- M: 412.3 g mol⁻¹
- Energy relative to the best compared isomer or geometry (same formula, charge and spin): 0.000 eV
- Electronic energy: -37994.2791 eV
- LUMO: -2.6 eV

Element x y z (Å)
C (-4.050, 1.545, 0.382)
C (-3.211, 0.360, 0.297)
C (-3.304, -0.933, 0.747)
C (-2.251, -1.640, 0.085)
C (-1.735, -0.832, -0.913)
B (1.001, 0.240, 1.658)
O (1.235, 1.160, 0.687)
C (0.822, 2.454, 1.229)
C (0.019, 2.232, 2.510)
N (0.288, 0.794, 2.879)
C (-0.935, 0.088, 3.376)
C (1.480, 0.407, 3.752)
C (1.970, -0.911, 3.176)
O (1.469, -1.021, 1.831)
O (-2.216, 0.422, -0.619)
H (-5.033, 1.245, 0.012)
H (-4.237, 1.984, 1.365)
H (-3.672, 2.331, -0.276)
H (-4.029, -1.284, 1.495)
H (-1.909, -2.643, 0.369)
H (1.695, 3.080, 1.435)
H (0.228, 2.878, 0.420)
H (0.266, 2.942, 3.313)
H (-1.052, 2.326, 2.280)
H (-0.978, 0.116, 4.478)
H (-1.842, 0.568, 2.980)
H (-0.927, -0.956, 3.044)
H (2.247, 1.175, 3.727)
H (1.149, 0.279, 4.778)
H (3.053, -1.026, 3.129)
H (1.553, -1.741, 3.730)
F (2.017, 0.922, -5.514)
C (1.101, 1.189, -4.517)
C (0.424, 2.406, -4.542)
C (-0.439, 2.648, -3.463)
C (-0.648, 1.681, -2.458)
C (-0.124, 0.400, -2.563)
C (-0.600, -0.903, -1.781)
C (0.657, -1.744, -1.297)
C (0.463, -3.081, -0.939)
C (1.554, -3.954, -0.767)
C (2.860, -3.545, -1.018)
C (3.035, -2.206, -1.327)
F (4.300, -1.800, -1.668)
C (1.987, -1.270, -1.307)
C (0.824, 0.192, -3.572)
H (0.551, 3.103, -5.391)
H (-0.985, 3.594, -3.444)
H (-1.235, 1.986, -1.607)
H (-0.957, -1.543, -2.636)
H (-0.532, -3.507, -0.827)
H (1.398, -4.998, -0.503)
H (3.704, -4.241, -1.104)
H (2.220, -0.213, -1.430)
H (1.332, -0.755, -3.680)



[4]
Computed, not measured: a molecular structure, C23H25Br2GeNOReSe at a distorted geometry, with wB97M-V/def2-TZVPD.

Properties
- HOMO-LUMO gap (alpha / beta): 5.572 / 5.902 eV
- Charge: +2
- Spin multiplicity: 2
- Max |F|: 1.629 eV/A
- Highest occupied orbital energy (alpha / beta): -13.83 / -13.86 eV
- M: 829.0 g mol⁻¹
- Electronic energy: -291853.9008 eV
- LUMO (alpha / beta): -8.3 / -8.0 eV

Element x y z (Å)
Re (-0.122, 0.594, -0.197)
C (1.908, -1.989, -0.535)
C (0.563, -2.387, -0.021)
C (0.229, -3.722, 0.256)
C (-1.023, -4.058, 0.708)
C (-1.996, -3.059, 0.905)
C (-3.331, -3.236, 1.363)
Br (-3.958, -4.951, 1.776)
C (-4.161, -2.159, 1.510)
C (-3.713, -0.843, 1.224)
Br (-4.861, 0.608, 1.456)
C (-2.439, -0.656, 0.784)
O (-1.856, 0.563, 0.501)
C (-1.603, -1.750, 0.619)
N (-0.348, -1.435, 0.165)
H (2.589, -2.836, -0.547)
H (2.352, -1.211, 0.094)
H (1.820, -1.599, -1.551)
H (0.982, -4.482, 0.105)
H (-1.270, -5.091, 0.921)
H (-5.177, -2.298, 1.852)
C (-0.248, 0.394, -2.091)
C (-0.427, 0.251, -3.317)
C (-0.626, 0.092, -4.680)
C (0.121, -0.870, -5.401)
C (-0.096, -1.023, -6.749)
C (-1.063, -0.243, -7.386)
C (-1.809, 0.707, -6.691)
C (-1.590, 0.889, -5.346)
H (0.862, -1.466, -4.885)
H (0.475, -1.746, -7.315)
H (-1.235, -0.379, -8.446)
H (-2.548, 1.301, -7.210)
H (-2.146, 1.628, -4.784)
C (0.584, 2.433, 5.164)
Ge (1.825, 1.791, 3.838)
C (3.305, 2.987, 3.505)
C (2.360, -0.048, 4.086)
C (0.716, 1.728, 2.123)
Se (1.812, 1.966, 0.516)
C (1.442, 3.843, 0.123)
H (1.079, 2.464, 6.136)
H (-0.278, 1.771, 5.243)
H (0.244, 3.440, 4.924)
H (3.972, 2.959, 4.368)
H (2.963, 4.016, 3.389)
H (3.888, 2.691, 2.633)
H (3.100, -0.121, 4.884)
H (2.811, -0.458, 3.180)
H (1.499, -0.656, 4.368)
H (-0.081, 2.469, 2.127)
H (0.305, 0.701, 2.136)
H (1.972, 4.413, 0.880)
H (0.374, 4.036, 0.151)
H (1.853, 4.038, -0.863)